{
  "formula": "C20H29Cl2LaN5O8S",
  "method": "ωB97M-V/def2-TZVPD",
  "fmax_ev_per_a": 1.05,
  "homo_energy_ev": -6.53,
  "charge": -1,
  "e_tot_ev": -81791.2069,
  "species": ["O", "La", "H", "N", "C", "O", "C", "H", "C", "C", "C", "H", "H", "C", "C", "C", "Cl", "O", "H", "H", "Cl", "H", "C", "H", "H", "C", "O", "H", "C", "C", "O", "C", "N", "H", "C", "H", "O", "H", "N", "C", "H", "C", "H", "H", "H", "H", "N", "H", "O", "H", "C", "H", "H", "H", "H", "H", "H", "N", "S", "C", "H", "H", "H", "C", "C", "O"],
  "xyz": [[-1.6167, -3.6490, -2.4833], [-0.0688, 0.2656, -0.7874], [-2.5028, -1.1426, 3.0649], [0.7384, -2.4887, -0.1012], [-3.0900, -1.0112, 0.6210], [-4.2673, 1.0795, 0.7748], [-3.2663, 0.4935, 0.3717], [0.0642, -4.2258, 0.8890], [2.6233, -1.5383, 1.1977], [0.8792, 3.0461, 0.7579], [2.1722, -2.5797, 0.1876], [-0.7797, -1.4825, 2.9534], [2.4281, -3.5776, 0.5781], [-0.1594, 2.5004, 1.7649], [0.4418, -3.1376, -1.3901], [0.6073, 2.2410, -3.7116], [-3.2349, 5.4874, -0.0356], [-1.1838, -1.5045, -2.0234], [0.9541, -0.3117, 3.1546], [-1.1453, 2.7443, 1.3626], [-1.7537, 3.6831, -1.8301], [2.7232, -2.4590, -0.7417], [3.1501, -0.3476, -1.6070], [-2.1566, 1.1665, 2.3337], [1.2565, 3.1203, -5.6098], [3.3561, 0.2681, -0.2088], [-2.2997, 1.0175, -0.2773], [3.2177, 0.4661, 2.6256], [1.0939, 0.6922, 2.7477], [-0.9169, -2.7570, -2.0159], [1.9459, -0.3075, -2.0385], [-1.3070, 0.5818, 2.6785], [-1.7408, -1.3395, 1.1068], [-3.2318, -1.4929, -0.3483], [-1.5880, -0.9056, 2.4995], [2.5848, 1.7465, 1.6094], [4.1243, -0.7995, -2.1995], [4.3726, 0.0270, 0.1264], [-0.1042, 1.0362, 1.9716], [0.6981, 2.3856, -5.0559], [-1.9968, -3.3351, 1.7902], [-1.5060, -2.7791, 0.9756], [3.7013, -1.6710, 1.3765], [-1.9642, -3.1170, 0.0484], [-1.3406, -0.3053, -4.1946], [1.0793, 2.8566, -2.9584], [-0.1902, 1.1997, -3.3070], [-3.8805, -1.3288, 1.3132], [1.5210, 4.0428, 1.0579], [0.4157, -2.8474, 1.9262], [-0.0294, -3.1314, 0.9701], [1.1975, -2.8184, -2.1106], [-3.2967, 3.1213, -0.1626], [-1.2116, 0.7778, 3.7583], [2.1212, -1.7174, 2.1507], [-0.0179, 3.0365, 2.7114], [0.4422, -4.2331, -1.3228], [2.3545, -0.1562, 0.7884], [-0.2342, 1.1776, -5.8316], [2.3887, 0.7335, 1.9514], [-4.0715, 3.9118, -1.5639], [1.1887, 1.3760, 3.6051], [3.2675, 1.3487, -0.3351], [-0.6935, 0.5527, -4.3148], [-3.2242, 3.9230, -0.8898], [0.9616, 2.3912, -0.3443]],
  "atomic_forces_ev_per_a": [[0.05, -0.05, 0.01], [0.24, -0.83, 0.59], [0.04, -0.03, 0.05], [-0.27, -0.13, -0.33], [-0.15, 0.29, 0.01], [-0.03, -0.06, 0.02], [0.02, -0.12, -0.07], [0.01, 0.00, 0.03], [-0.11, 0.01, 0.06], [-0.06, 0.05, -0.11], [0.01, 0.05, 0.03], [0.01, 0.00, -0.02], [0.01, 0.00, 0.00], [0.09, 0.07, 0.07], [-0.25, -0.10, -0.22], [-0.09, -0.01, -0.10], [0.03, -0.05, -0.02], [-0.07, -0.07, -0.03], [-0.01, 0.01, 0.01], [0.00, 0.00, -0.02], [-0.01, 0.21, -0.06], [-0.01, -0.01, -0.01], [-0.01, 0.02, -0.06], [0.01, 0.00, -0.02], [0.00, -0.01, -0.01], [0.10, 0.00, -0.04], [-0.13, 0.33, 0.04], [0.00, 0.01, 0.01], [-0.03, -0.14, -0.04], [0.01, 0.06, -0.08], [0.13, -0.09, 0.08], [0.00, -0.03, 0.00], [-0.28, 0.16, -0.09], [0.01, -0.05, 0.02], [0.09, -0.01, -0.01], [0.02, 0.00, 0.00], [0.04, 0.02, 0.05], [-0.01, 0.03, 0.05], [0.15, 0.38, -0.18], [0.03, 0.04, 0.07], [0.01, -0.01, 0.00], [0.08, 0.03, -0.03], [-0.01, -0.02, 0.03], [-0.03, 0.00, 0.02], [0.05, -0.03, 0.00], [0.05, -0.03, -0.01], [-0.05, 0.01, 0.06], [0.10, -0.18, 0.04], [-0.03, 0.01, 0.08], [0.00, 0.00, -0.01], [0.06, 0.08, 0.08], [0.02, 0.01, 0.02], [-0.01, -0.01, -0.02], [-0.03, 0.02, 0.00], [0.01, 0.01, 0.00], [-0.07, -0.03, 0.03], [0.22, 0.01, 0.16], [0.16, 0.01, -0.35], [0.00, -0.01, -0.12], [-0.05, -0.01, 0.01], [0.01, 0.02, -0.01], [0.01, -0.03, 0.03], [-0.02, 0.00, 0.02], [0.00, 0.08, 0.10], [-0.10, -0.05, 0.08], [0.06, 0.18, 0.14]]
}